Entry 1:
Below is a structure of composition C14H46Cd2N2O11 at a distorted geometry, with properties calculated with ωB97M-V with the def2-TZVPD basis set.

The geometry in XYZ format:
```
75
Properties=species:S:1:pos:R:3:mulliken_charge:R:1
H -6.40916 -5.32561 3.25926 0.3294
O -2.77702 4.28073 -3.72905 -0.6158
H -6.42617 -4.34547 2.10559 0.3190
O -8.02702 -1.29692 -5.53120 -0.6284
H -9.16268 -0.02537 0.85397 0.3170
H -1.85834 -5.52317 -5.84338 0.3191
H 6.70532 0.98709 -2.34361 0.3093
H -0.41957 -5.47866 -6.31228 0.3298
H 6.37114 1.41573 -0.69974 0.2971
H -2.90948 1.85786 5.32610 0.5377
C 2.41629 1.32437 -6.04063 -0.6455
H 3.67036 3.85142 5.31207 0.2458
H -0.70791 1.57443 3.96319 0.3935
O -6.18273 -5.24285 2.33290 -0.6472
H 2.30796 2.48104 -1.52412 0.3243
H -2.54159 1.77532 8.94829 0.2777
H -0.09325 3.04103 6.48505 0.3804
C -0.26837 -10.73503 -1.38571 -0.3741
H 6.11183 -0.31462 -1.35724 0.2298
C -0.69917 1.69273 5.04672 -0.3772
H -3.84879 1.13249 8.06420 0.3138
C -1.95558 2.07469 5.80689 -0.9416
C 6.04226 0.76265 -1.50809 -0.7030
H -3.52845 2.73471 7.81101 0.3323
H 4.30249 0.36928 -7.71456 0.2863
C 1.53808 1.97208 5.54228 -0.4154
H 1.87040 1.84574 7.72400 0.3871
O 2.87634 1.77954 -7.32340 -0.3481
O -1.86175 1.56764 7.12544 -0.3206
H -0.53550 0.67845 5.41080 0.3265
H 2.81278 0.32219 -5.87777 0.3501
Cd 0.79807 -5.33572 -2.26784 0.5156
O 4.66407 1.06115 -1.69749 -0.3298
O 2.74100 3.57128 7.16807 -0.3116
H 3.92354 2.33531 -4.95843 0.1700
H -2.88872 -0.88933 -1.27583 0.3351
H 4.62910 3.30202 6.58586 0.3141
H 3.17307 1.50841 6.86754 0.4358
N 2.31739 1.78971 -3.62339 -0.3857
H 1.33555 1.18264 -6.03908 0.3607
H 0.07270 -10.92642 -2.40313 0.2667
C -3.25050 -1.90832 -1.41319 -0.4431
H 1.57132 0.90892 5.30419 0.4265
H 4.97537 1.84569 -6.94471 0.2757
H -1.27561 -11.15132 -1.36878 0.2728
C -2.99171 1.79714 7.95581 -0.8040
O -8.75889 0.79430 0.56881 -0.6482
H 2.77158 3.70934 -2.73534 0.3518
C 4.21064 1.45069 -7.61349 -0.6970
O -0.36019 -9.34784 -1.15816 -0.2564
C 2.34362 2.21353 6.81356 -0.7965
H -4.20249 -1.90988 -0.88234 0.2558
H -3.36426 3.52913 -3.64860 0.3076
C 2.81261 2.65166 -2.47507 -0.6114
H 0.27757 -11.25532 -0.59873 0.2569
H -7.50843 -0.95800 -6.26087 0.3247
C 4.36504 2.39139 -2.17910 -0.6357
H -7.58048 -2.10345 -5.27363 0.3037
H 4.45960 1.73717 -8.63528 0.2916
O -0.96628 -5.73762 -5.57048 -0.6331
N 0.23823 2.63888 5.61990 -0.2067
H -1.91525 3.93849 -3.49145 0.3082
H 5.06246 2.62336 -2.98402 0.3823
H -3.45720 -1.75461 -2.47232 0.2887
H 2.05153 2.40979 4.68619 0.2035
H 4.13007 5.05450 6.50671 0.2814
C 2.83485 2.30974 -4.91175 -0.2075
H 2.73919 0.89605 -3.41468 0.3308
H 2.43493 3.29751 -5.14083 0.2787
O -2.67899 -3.12796 -1.25236 -0.3202
H -2.00468 3.15752 5.92159 0.4275
H -9.34488 1.12667 -0.11118 0.3311
C 3.83073 4.01437 6.37782 -0.6665
H 4.74967 3.01887 -1.37508 0.4731
Cd -3.77749 -7.09262 -0.12644 0.5935
```

Max |F| ... 3.721 eV/Å
Molecular weight ... 643.349 g/mol
Frontier orbital gap ... 1.45 eV
Total charge ... +2

Entry 2:
Below is a structure of composition C14H46F6N2O18S2Y at a distorted geometry, with properties calculated with ωB97M-V with the def2-TZVPD basis set.

The geometry in XYZ format:
```
89
Properties=species:S:1:pos:R:3:mulliken_charge:R:1
H -5.48816 2.46958 -3.60153 0.2927
C 4.14666 -0.90069 2.98985 -0.3650
O 5.84817 -0.07336 -4.00980 -0.5397
C 3.96147 9.88198 -3.02643 -0.7489
H 0.75886 -5.27177 4.94145 0.3450
H 4.75123 -1.58737 -4.80597 0.2996
H 0.66947 5.46992 -1.77901 0.2377
H -1.22670 -7.18820 3.79227 0.2011
O -3.64369 -1.00766 -5.20271 -0.6270
O -2.23367 0.47222 -0.07212 -0.5323
H 1.95242 5.47966 -3.68598 0.3219
H 2.30572 0.22221 -5.63968 0.3089
C 0.57706 -8.08590 4.46375 -1.4602
C -6.29806 -3.94825 0.81577 0.6197
H -3.11133 -4.31529 4.90209 0.2526
C -0.21564 -6.89509 4.07503 0.9516
F -5.01741 -4.29051 1.03626 -0.2078
C 4.80238 0.45176 2.85587 -0.2615
O -3.26951 4.43963 -0.89502 -0.5597
O 5.05707 -1.78936 3.74311 -0.5368
H 3.02219 10.37554 -3.27590 0.2998
C 2.61308 8.11076 -2.09438 -0.6689
H 4.72293 -1.56959 -3.09167 0.3182
C -0.19462 -5.76854 5.12090 -0.9157
H -2.61415 -5.29807 6.13751 0.3415
H 2.86367 4.59256 -2.50848 0.4059
H 4.95263 0.87560 3.84879 0.2389
O 3.98456 1.35023 2.06697 -0.4780
O -1.54734 -0.71377 4.39532 -0.6230
S -0.79828 0.11252 -0.00482 0.9704
H 4.66068 10.11984 -3.82807 0.2706
C 3.39798 -0.10547 -4.06092 -0.0379
H 3.50539 0.66958 -3.30207 0.1421
H 4.82314 -2.67077 3.44316 0.3138
C 2.33566 6.62330 -1.78647 0.4513
H -0.90705 2.48078 -3.45756 0.3299
F -6.94404 -5.07817 0.68144 -0.2043
F -1.44200 -2.21171 -1.19577 -0.1846
H -2.97829 4.17273 -1.76690 0.3111
H 0.30656 6.99441 -1.66470 0.2623
H 5.78264 0.33783 2.39305 0.2720
H -0.13542 -6.12137 6.15052 0.3623
H 2.49407 8.69554 -1.18225 0.4298
H 6.10266 0.17603 -4.90123 0.3061
H -0.21603 -5.66308 2.55057 0.1668
O -1.53125 3.13264 -3.77642 -0.5922
O -5.56467 -3.47280 -1.83552 -0.5442
O -6.38403 -1.49683 -0.50157 -0.5708
C 4.70633 -0.90608 -3.95630 -0.5514
F -0.87735 -2.41094 0.86579 -0.2090
O -5.12271 1.80754 -3.01470 -0.4928
S -6.56229 -2.94611 -0.84630 1.0857
C -2.40736 -5.12804 5.08089 -0.7239
H 2.99281 6.38675 -0.94964 0.1022
H 1.08037 -8.60440 3.64770 0.3232
O 3.19325 0.44185 -5.34703 -0.5465
O -0.00263 0.76834 -1.12661 -0.5232
H -0.13673 -8.86658 4.72668 0.3558
H -2.57195 5.01077 -0.57339 0.2967
H -1.63822 2.92821 -4.70540 0.2845
H 1.22230 -8.02339 5.34002 0.2944
H 3.15948 -0.81033 3.44305 0.2498
H -3.85260 -1.86796 -4.83875 0.3302
H -2.68562 -6.01981 4.51927 0.2769
O -4.87271 0.07774 2.94767 -0.5570
H -5.59915 -0.13201 3.53462 0.3054
N 0.40177 -6.41553 2.81936 -0.8068
Y -5.57656 2.23634 0.18227 2.0076
H -1.38860 -1.64866 4.52575 0.3253
N 0.97619 6.31866 -1.32551 -0.5900
H -0.88337 -0.44382 3.76089 0.3193
O -0.20076 0.36578 1.27119 -0.5834
C -0.59263 -1.78436 -0.26614 0.5541
C 2.71823 5.59197 -2.91851 -1.4360
H -4.68711 1.18499 -3.59687 0.2874
H 1.79355 8.54152 -2.66963 0.3289
H -3.98675 -1.03521 -6.09589 0.3150
O -1.03396 -4.72379 4.85003 -0.2072
O 3.78140 8.44292 -2.87201 -0.3307
H 3.63442 5.93183 -3.40140 0.3689
H 0.34974 -7.15860 2.13727 0.2474
H 4.38220 10.44579 -2.19384 0.3030
H 2.61760 -0.86098 -3.96981 0.3032
H -4.09265 0.01312 3.49864 0.3104
O -7.96504 -3.26103 -1.28433 -0.5558
H 3.07491 1.04429 2.04389 0.2848
F 0.68344 -2.11493 -0.53518 -0.1878
H 4.10002 -1.25578 1.96037 0.2887
F -6.76844 -3.30329 1.88085 -0.2122
```

Max |F| ... 4.219 eV/Å
Molecular weight ... 797.546 g/mol
Frontier orbital gap ... 1.30 eV
Total charge ... +1

Entry 3:
Below is a cluster of 8 separate species, C14H46N2O8 in total at a distorted geometry, with properties calculated with ωB97M-V with the def2-TZVPD basis set.

The geometry in XYZ format:
```
70
Properties=species:S:1:pos:R:3:mulliken_charge:R:1
H -2.88933 1.03932 1.07764 0.3201
H 5.83793 2.93125 3.06597 0.3116
H 1.59852 3.04844 2.66807 0.3311
H 4.93907 -0.32597 -2.58792 0.3003
H -3.00476 2.66224 -4.82495 0.3204
H -1.52242 4.86792 -3.61309 0.3006
O -8.53732 -1.35419 -1.96610 -0.4991
O -2.30035 4.30589 -3.58970 -0.5268
C 1.97787 2.95070 3.68525 0.3356
H -2.11322 -5.81680 4.83341 0.2777
H -3.18729 0.57981 6.88919 0.3194
H -4.40240 -5.04475 4.57438 0.2936
H 6.24764 -2.73989 -4.31699 0.3621
C -2.33872 3.52499 -4.81216 -0.2606
H -5.49919 6.21275 -1.03206 0.3177
H -7.74225 -2.85255 -3.08847 0.2595
C -3.83503 -5.22331 3.66097 -0.9154
C 1.39827 4.06918 4.56212 -1.3520
H -6.90735 6.69756 -1.30402 0.3173
H 4.24634 -1.40568 -3.78276 0.3062
H -1.91666 5.12058 -6.32223 0.2917
C -2.72208 4.47207 -5.97749 -0.9688
H 1.63700 3.92541 5.61589 0.3563
O 5.60932 -2.28581 -2.38102 -0.3064
C 5.52657 3.97353 2.99667 -0.6995
H 7.57519 -4.16422 -2.77418 0.2594
C 6.62366 -2.30753 -3.38975 -0.6670
H -3.57540 2.01097 0.14111 0.3216
C -2.76914 -6.27393 4.09254 -0.2653
H -3.33214 -4.36124 3.22277 0.2605
C 3.50253 2.93358 3.75361 -0.5954
O -3.72145 1.20352 0.63398 -0.6421
H -2.61562 -7.22224 2.37010 0.2959
H 0.32032 4.12771 4.41143 0.3313
H 9.62465 -3.74189 -3.86684 0.2836
H 1.80702 0.92755 3.74491 0.2532
C -8.55104 -2.70705 -2.37237 -0.1557
H -4.60739 0.37215 7.37093 0.3204
H 5.80773 4.38432 3.96636 0.2898
H -3.10989 3.99513 -6.87762 0.3478
H 3.87313 3.06681 4.76997 0.3009
N 1.37033 1.70681 4.21625 -0.7120
H 1.88704 4.98713 4.23565 0.3401
H -8.47544 -3.48503 -1.61268 0.2682
H -1.34346 3.13650 -5.02809 0.2187
C -9.95427 -2.82698 -3.07941 -1.1131
C 7.89750 -3.15518 -3.03122 0.4068
H 7.03068 -1.30736 -3.53845 0.3215
H 9.12091 -2.32670 -4.40731 0.2715
H 7.89351 -2.56988 -0.95403 0.3430
O -6.36933 6.27050 -0.63740 -0.6349
O -3.73558 0.62776 7.67233 -0.6401
O 4.12391 3.90120 2.83316 -0.3437
H 9.29484 -3.51320 -1.44276 0.3689
C 4.60966 -1.35123 -2.75654 -0.7301
H 9.11747 -1.75775 -1.81230 0.3275
H -10.79047 -2.74630 -2.38488 0.2912
H -10.18442 -2.11827 -3.87495 0.3078
H 1.66156 1.58588 5.17576 0.2654
O -2.03664 -6.72103 2.94904 -0.5303
H -4.47155 -5.55354 2.84006 0.3150
C 8.61363 -2.72278 -1.75787 -1.4079
N 8.80024 -3.26119 -4.19755 -0.6966
H -7.70024 -1.27283 -1.50319 0.2923
H 3.74202 1.90705 3.47614 0.3429
H 6.04343 4.56287 2.23927 0.2450
H -3.60785 5.02762 -5.66948 0.2767
H -3.21835 -7.18482 4.48825 0.2685
H 3.76053 -1.60528 -2.12208 0.2572
H -10.03199 -3.81031 -3.54321 0.3489
```

Max |F| ... 3.227 eV/Å
Molecular weight ... 370.528 g/mol
Frontier orbital gap ... 10.00 eV